This record from the OMol25 dataset describes an isolated molecule of C4H5N at a distorted geometry. The level of theory is ωB97M-V/def2-TZVPD.

Properties
HOMO level, eV: -9.47
Energy above the lowest of the compared OMol25 structures with the same formula, charge and spin, kJ/mol: 312.6
Structure (SMILES): C#C[C@H]1CN1
E_LUMO, eV: 1.14
Total energy, eV: -5715.606
Kohn-Sham gap, eV: 10.62
Max |F|, eV/Å: 1.67
M, g mol⁻¹: 67.1

Bonds (Å) are listed after each position.
Positions of all 10 atoms, in Å:
1 C -1.3846 -1.6796 -0.6734  C2 1.206, H6 1.069
2 C -0.6763 -0.8506 -0.1577  C1 1.206, C3 1.455
3 C 0.0533 0.1963 0.5424  C2 1.455, C4 1.496, N5 1.451, H7 1.073
4 C 1.0946 1.0021 -0.1678  C3 1.496, N5 1.450, H8 1.073, H9 1.085
5 N -0.2108 1.5606 0.1263  C3 1.451, C4 1.450, H10 1.011
6 H -2.0025 -2.4204 -1.1332  C1 1.069
7 H 0.2278 -0.0007 1.5829  C3 1.073
8 H 1.3626 0.3371 -0.9668  C4 1.073
9 H 1.8965 1.4200 0.4314  C4 1.085
10 H -0.8343 1.5694 -0.6694  N5 1.011